# 1
{
  "formula": "C27H40AlFN3O4",
  "method": "wB97M-V/def2-TZVPD",
  "elements": ["C", "C", "C", "C", "H", "H", "C", "H", "H", "H", "H", "C", "H", "H", "C", "C", "H", "C", "O", "H", "C", "H", "H", "O", "H", "H", "C", "H", "N", "H", "C", "C", "C", "H", "H", "H", "F", "H", "H", "H", "H", "H", "C", "C", "C", "C", "Al", "H", "H", "H", "H", "H", "H", "H", "H", "O", "C", "C", "C", "H", "N", "H", "H", "H", "H", "N", "C", "H", "C", "C", "H", "C", "H", "O", "C", "C"],
  "coordinates": [[0.7135, 3.9248, 2.5502], [-0.6454, -0.9838, 2.0705], [-0.7339, -1.1781, 3.5860], [2.2104, 1.7019, -3.4166], [-4.0554, -1.7359, -1.3163], [2.2688, 3.6306, -2.3678], [6.7319, 1.4837, -1.5519], [-1.6639, -0.7764, 3.9960], [-0.6890, -2.2417, 3.8515], [0.8022, -1.0288, -4.4069], [-4.8787, -2.5168, -2.6883], [0.0802, 2.4284, 0.9580], [-3.0029, -1.7739, -3.8872], [3.3020, 1.8139, -3.3951], [-0.5698, 4.4368, 2.6615], [0.5243, -0.2862, -3.6433], [1.6809, 0.2979, -1.9034], [-1.5847, -3.9609, -1.8124], [-2.2708, -3.7110, -0.8665], [-2.5820, 4.2662, 1.9176], [-4.2601, -2.9114, 5.5969], [0.1363, 4.0564, -2.6293], [-6.2338, -2.0915, 8.2075], [-0.2380, -0.7556, -0.6447], [-5.3183, -0.8728, -2.2102], [-1.9726, 2.4094, 0.3491], [1.8121, 0.2725, -2.9893], [0.0078, 0.5183, -4.1804], [1.0479, 2.9408, 1.7179], [0.7873, -2.5574, 1.8906], [0.6608, -1.5377, 1.5040], [-4.9989, -3.0901, 6.7582], [-5.5307, -0.7692, 6.6646], [5.2647, -0.0678, -3.9851], [-0.7804, 5.2376, 3.3582], [7.2981, 0.6742, -5.2097], [-1.5219, -5.2994, -2.1752], [-3.7367, -3.7444, 5.1405], [1.8878, 1.9065, -4.4440], [-4.6520, 0.2422, 4.9791], [9.0164, 2.0083, -3.9782], [-5.0614, -4.0661, 7.2202], [-1.5659, 3.8958, 1.8615], [8.1201, 1.6620, -3.4792], [-1.2357, 2.8708, 0.9925], [6.0364, 0.5050, -3.4818], [-0.7642, -1.1012, -2.3142], [1.4961, -0.9483, 1.9010], [-0.6973, 0.0860, 1.8571], [6.5206, 1.6904, -0.5082], [1.5181, 4.3238, 3.1599], [1.4278, 2.3092, -1.5237], [0.2577, -3.4880, -2.6334], [-3.8542, -0.2385, -3.8859], [-1.4948, -1.4636, 1.5790], [0.3505, 3.2133, -3.0397], [1.6073, 2.7641, -2.5034], [-3.3872, -0.9841, -3.2209], [-4.7682, -0.6981, 5.5073], [2.6497, -0.3984, -3.2129], [-4.1412, -1.7426, 4.9756], [1.7391, -1.2772, -0.3579], [0.3595, 1.6201, 0.2887], [8.6083, 2.5278, -1.5660], [0.1002, -0.6755, 4.0932], [5.8136, 0.7736, -2.1993], [-5.6477, -1.9936, 7.3025], [-6.0181, 0.1151, 7.0525], [7.1699, 0.9226, -4.1649], [7.8976, 1.9511, -2.1424], [-1.0737, -3.2827, -3.7237], [-0.7687, -3.0991, -2.6846], [0.6139, -2.6292, -0.3529], [-2.3688, -0.3568, -2.4962], [-4.4779, -1.5699, -2.3111], [0.7247, -1.5774, -0.0450]],
  "atomic_forces_ev_per_a": [[0.00, 0.00, 0.01], [0.10, -0.02, 0.22], [0.11, -0.01, 0.00], [0.05, -0.03, 0.12], [-0.03, -0.10, -0.16], [0.04, -0.13, -0.09], [0.00, 0.01, 0.02], [0.04, -0.05, -0.06], [-0.01, 0.11, -0.02], [-0.04, 0.11, -0.02], [0.06, 0.06, 0.01], [0.14, -0.09, -0.10], [0.03, -0.03, 0.07], [-0.09, -0.03, 0.10], [0.01, 0.00, 0.01], [0.07, -0.12, 0.14], [0.27, -0.11, 0.01], [-0.58, 0.14, 0.68], [0.49, -0.12, -0.60], [-0.01, 0.00, 0.00], [0.02, -0.02, -0.01], [-0.05, -0.14, 0.06], [0.00, 0.00, 0.00], [0.24, -0.24, -0.15], [0.11, -0.06, 0.06], [0.02, -0.05, -0.02], [-0.10, 0.12, -0.43], [-0.05, -0.03, 0.07], [-0.02, 0.04, 0.01], [0.10, 0.06, -0.04], [-0.08, 0.01, -0.01], [-0.01, 0.01, 0.01], [0.00, -0.01, 0.01], [0.00, 0.00, -0.01], [0.01, 0.00, 0.01], [-0.01, 0.00, -0.01], [0.03, -0.20, -0.08], [-0.01, -0.01, 0.01], [0.04, -0.03, 0.08], [-0.01, 0.01, 0.01], [0.00, 0.00, 0.00], [0.01, -0.01, 0.00], [0.00, -0.02, -0.02], [-0.01, -0.01, 0.00], [-0.08, 0.03, -0.02], [-0.05, -0.02, -0.01], [-0.08, 0.67, -0.01], [-0.05, 0.01, 0.00], [-0.16, -0.14, -0.12], [0.01, 0.01, 0.00], [-0.01, 0.02, 0.01], [0.14, 0.17, 0.03], [-0.05, 0.03, -0.02], [0.04, -0.11, -0.04], [0.03, 0.08, -0.02], [0.17, 0.09, -0.08], [-0.30, 0.10, -0.07], [-0.05, 0.34, 0.01], [0.01, 0.01, -0.01], [-0.03, -0.01, 0.19], [-0.02, 0.02, 0.00], [-0.02, -0.07, 0.02], [-0.08, -0.05, 0.04], [0.00, 0.00, 0.01], [-0.06, -0.07, -0.06], [-0.01, 0.00, 0.04], [0.00, 0.00, 0.00], [0.00, 0.01, 0.00], [0.02, 0.01, -0.01], [0.00, 0.00, -0.02], [-0.01, -0.07, 0.09], [0.03, 0.12, 0.00], [-0.09, 0.04, -0.05], [-0.01, -0.51, -0.10], [-0.12, 0.12, 0.13], [-0.06, 0.12, 0.22]],
  "total_charge": -1,
  "gap_ev": 7.2,
  "e_tot_ha": -1860.482743
}


# 2
{
  "formula": "C31H47F2N4O3S",
  "method": "wB97M-V/def2-TZVPD",
  "elements": ["H", "S", "F", "H", "H", "C", "H", "H", "H", "H", "C", "O", "C", "H", "C", "C", "C", "H", "H", "H", "C", "H", "H", "H", "C", "O", "H", "H", "C", "H", "H", "C", "H", "C", "C", "C", "C", "H", "H", "H", "H", "C", "H", "H", "H", "N", "H", "C", "O", "C", "N", "H", "C", "H", "H", "C", "H", "H", "C", "H", "C", "C", "C", "H", "H", "F", "C", "H", "C", "H", "H", "C", "C", "C", "H", "H", "H", "C", "C", "N", "H", "H", "H", "H", "H", "N", "H", "C"],
  "coordinates": [[-1.4581, 9.3955, -3.5046], [0.4474, 1.7150, 5.2732], [-0.7300, -11.5836, 1.5791], [-4.1764, -2.6045, -0.5841], [1.5779, 2.8253, -2.1500], [0.9035, 0.5763, 2.6660], [1.4560, -2.9274, 1.6375], [2.9188, -3.0131, 0.6346], [2.3676, 3.4323, 1.8411], [-0.3473, 1.5310, -0.6673], [1.3361, -0.0879, 0.7034], [-0.3803, 1.2424, 6.3385], [-3.2206, 0.3188, -1.0582], [-1.5498, 0.4392, -2.3822], [-2.5468, 0.8886, -2.3257], [0.7151, -10.1519, 2.7538], [-3.1462, -1.3725, 0.8429], [-0.3718, 2.2212, -3.1311], [1.8550, 6.1281, -5.1765], [-0.2396, 9.8487, -5.6061], [1.5744, -9.0631, 2.7417], [-2.8276, 2.8777, -1.4369], [0.0544, -2.4513, -0.3518], [-4.1444, -3.2848, 1.0752], [0.1019, -10.5261, 1.5746], [1.8049, 2.0846, 5.5559], [1.4471, -2.6510, -1.3740], [2.0675, -8.7613, 3.6560], [0.8795, 8.0220, -5.5310], [-0.5183, -0.0733, 4.0729], [0.5749, 4.9214, 2.2679], [0.4715, 0.3822, 4.0860], [0.6873, -4.9744, 1.0228], [1.8032, -8.3612, 1.5649], [-2.3511, 2.4260, -2.3081], [-0.0500, 8.9372, -5.0564], [1.1706, -8.7577, 0.3942], [-1.0280, 7.2894, -2.2529], [3.0270, 2.6312, 0.1696], [-0.6493, 3.2755, -0.3216], [2.8468, 1.3568, -0.9696], [0.3766, 3.8616, 2.3997], [1.3414, -8.2154, -0.5279], [1.8245, -0.4583, -1.2065], [-0.1714, 2.7532, 4.6677], [0.8508, -0.4901, 1.8852], [2.0299, 2.9899, 3.4981], [1.1338, -2.2948, -0.3919], [2.6498, -5.4556, 0.5714], [1.6099, 2.9981, 2.4938], [1.4723, -0.8718, -0.3611], [1.1685, -4.7378, -0.6555], [-0.8791, 3.4144, 2.4276], [-0.7647, 3.8615, -2.5710], [-4.1070, -0.2514, -1.3463], [0.3149, -9.8501, 0.3904], [1.1462, -0.3539, 4.5287], [-2.6917, -3.3019, 0.0270], [-0.4993, 7.5118, -3.1704], [-1.5378, -0.0759, 0.2732], [-3.5818, -2.7430, 0.3192], [2.2738, 2.0068, -0.3127], [1.5036, -4.6366, 0.3829], [0.5183, -10.7079, 3.6604], [-3.5603, 1.1240, -0.4046], [0.6709, 5.4754, -2.9712], [-2.3321, -0.6216, -0.2482], [-3.0710, 0.5874, -3.2297], [-0.7360, 8.6822, -3.8774], [-2.8200, 2.8450, -3.1992], [-0.1812, -10.1793, -0.5126], [-0.1895, 2.5566, -0.9996], [0.4325, 6.6233, -3.6626], [1.8402, -3.1577, 0.6457], [-2.5013, -1.4770, 1.7155], [1.4704, 3.9699, -0.8613], [-1.6947, 3.9999, 2.8302], [-0.8666, 2.8022, -2.3487], [1.1306, 6.8522, -4.8286], [1.3883, 1.6328, 2.0243], [-1.8501, -1.3467, -0.9092], [2.7980, -5.9733, -0.2238], [1.4121, 8.2179, -6.4514], [-1.1142, 2.4405, 2.0042], [-4.0114, -0.7424, 1.0492], [1.6760, 1.2081, 0.7477], [2.4700, -7.5137, 1.5623], [1.3053, 2.9203, -1.0969]],
  "atomic_forces_ev_per_a": [[-0.02, -0.01, 0.01], [0.20, -0.55, 1.36], [-0.01, -0.01, 0.00], [-0.19, -0.16, 0.06], [0.16, 0.07, 0.02], [-0.04, -0.62, 0.03], [0.27, 0.28, 0.05], [0.03, -0.01, -0.11], [0.20, -0.10, 0.18], [-0.08, -0.01, 0.11], [-0.19, -0.37, 0.14], [-0.23, 0.09, -0.20], [0.09, -0.33, -0.41], [-0.01, -0.09, -0.17], [0.22, 0.35, 0.71], [-0.01, -0.04, 0.12], [0.57, 0.07, -1.06], [0.04, 0.10, -0.09], [-0.01, -0.01, 0.01], [0.00, 0.00, 0.00], [-0.05, -0.01, -0.11], [-0.05, 0.02, 0.01], [-0.05, 0.22, 0.17], [-0.07, -0.20, -0.15], [0.08, 0.08, 0.00], [0.13, 0.28, -0.49], [-0.01, 0.16, -0.08], [0.00, -0.01, 0.01], [-0.06, 0.04, 0.06], [-0.06, 0.08, -0.01], [0.05, 0.14, 1.12], [-0.17, 0.37, -0.41], [0.05, -0.04, 0.08], [0.01, -0.11, 0.06], [0.30, -0.39, -0.68], [0.00, 0.02, -0.02], [0.01, 0.01, 0.11], [0.02, 0.00, 0.00], [0.16, -0.13, -0.08], [-0.17, -0.44, 0.39], [-0.19, -0.32, 0.13], [-0.22, 0.06, 0.03], [0.00, -0.03, -0.02], [-0.04, -0.03, -0.02], [-0.02, -0.11, -0.19], [-0.12, -0.12, -0.08], [-0.12, -0.13, 0.07], [0.26, -0.43, -0.16], [0.04, 0.18, 0.09], [-0.04, 0.44, -1.81], [0.05, 0.21, -0.13], [-0.14, -0.05, 0.03], [0.28, -0.14, -0.22], [0.08, -0.04, -0.21], [-0.10, 0.07, 0.06], [-0.06, 0.00, -0.14], [0.05, 0.09, 0.15], [-0.06, -0.23, 0.13], [-0.07, -0.04, 0.13], [0.10, 0.19, -0.26], [0.18, 0.58, 0.15], [0.17, 1.21, 0.45], [0.33, 0.08, -0.64], [-0.01, -0.02, -0.02], [-0.08, 0.04, -0.03], [0.11, 0.12, 0.01], [-0.31, -0.06, 0.66], [-0.10, -0.03, 0.03], [0.05, -0.01, -0.06], [-0.13, 0.13, 0.11], [-0.02, -0.02, 0.02], [0.37, 0.83, -0.56], [-0.02, 0.14, -0.09], [-0.64, -0.33, 0.42], [-0.30, -0.05, 0.26], [-0.02, -0.03, 0.21], [-0.18, 0.44, -0.93], [-0.53, -0.08, 0.46], [0.10, -0.12, -0.05], [0.23, 0.32, 0.77], [0.03, 0.01, -0.06], [0.02, -0.02, 0.06], [0.02, -0.01, 0.00], [-0.03, -0.43, 0.95], [-0.03, -0.13, 0.48], [0.15, -0.20, -0.53], [0.00, 0.03, 0.04], [-0.15, -0.69, -0.40]],
  "total_charge": 1,
  "gap_ev": 8.1,
  "e_tot_ha": -2251.764981
}


# 3
{
  "formula": "C6H9N2",
  "method": "wB97M-V/def2-TZVPD",
  "elements": ["H", "H", "C", "N", "C", "H", "H", "H", "C", "C", "H", "C", "H", "H", "H", "C", "N"],
  "coordinates": [[0.3976, 0.1968, 1.5958], [-0.5493, 3.2330, -3.3561], [-0.6838, 0.7920, -1.4188], [-0.7116, 1.7336, -2.1372], [0.8966, -1.5390, 3.3180], [-1.5304, 1.8380, -4.0948], [1.8268, -2.3572, 1.7446], [1.4706, -2.0969, 4.0214], [-1.3006, 2.4866, -3.1910], [-0.3086, -1.1611, 0.0008], [-2.2792, 2.8475, -2.8405], [0.8500, -0.6490, 1.0772], [-0.6697, -2.2216, 0.1459], [1.7101, -0.4331, 0.3314], [0.3361, -0.7363, 3.5239], [-0.8195, -0.3726, -0.8467], [1.3648, -1.5606, 2.1260]],
  "atomic_forces_ev_per_a": [[0.52, 0.18, -0.29], [-0.37, 0.83, -0.83], [-0.81, 1.22, -1.78], [0.38, -0.67, 1.44], [3.98, -1.56, -1.64], [0.59, 0.75, 0.98], [1.12, -0.68, 0.22], [-0.58, -0.92, 0.79], [-0.65, -1.20, -0.67], [1.32, -3.14, 3.77], [0.52, 0.31, -0.08], [0.17, -0.15, -2.61], [0.49, 1.12, -0.04], [-1.19, 0.12, 1.80], [-2.43, 2.62, 1.26], [-0.37, 0.68, -0.97], [-2.69, 0.48, -1.34]],
  "total_charge": 1,
  "gap_ev": 6.1,
  "smiles": "C=[NH+]CC=C=C=NC",
  "relative_energy_kcal_mol": 133.4,
  "e_tot_ha": -343.108843
}


# 4
{
  "formula": "C23H23N3O5S",
  "method": "wB97M-V/def2-TZVPD",
  "elements": ["N", "H", "C", "C", "O", "N", "C", "H", "C", "H", "C", "H", "N", "C", "O", "S", "H", "C", "C", "C", "C", "H", "C", "H", "C", "C", "H", "C", "O", "H", "O", "H", "H", "H", "H", "H", "C", "H", "H", "C", "H", "C", "H", "C", "H", "C", "H", "H", "H", "O", "C", "C", "C", "C", "H"],
  "coordinates": [[3.9596, 0.0369, 0.0783], [4.1960, -2.0693, -0.2095], [-5.0626, -1.0654, -0.6650], [-1.8927, -0.9663, -1.8978], [-5.9871, 2.2876, -1.3235], [-2.5753, -1.2751, -0.6657], [5.2396, 0.5601, -0.1441], [6.7903, 3.5594, -0.2467], [-3.7075, 0.9583, -0.8304], [-3.7039, 1.0059, -1.9142], [1.8735, 0.1080, 0.5446], [-5.1311, -1.1441, -1.7520], [2.9495, 0.8543, 0.3911], [1.3097, -2.4199, 0.3281], [-5.2479, 2.1384, 1.0112], [-5.3566, 1.5249, -0.2818], [6.2137, -1.3342, -0.4645], [5.4126, 1.9405, -0.0820], [-0.2258, -0.0240, 1.8531], [-1.8081, 1.7821, 1.8263], [3.5529, -1.2497, 0.0326], [-7.0497, -0.1367, -0.6981], [-1.4227, 0.5272, 2.2713], [8.7213, 2.1006, -0.7417], [6.3267, -0.2629, -0.4194], [-0.9442, -3.0242, -0.0940], [0.0815, -0.9876, 2.2324], [7.5725, 0.2987, -0.6333], [-2.9003, -2.5098, 1.1811], [8.4137, -0.3437, -0.8459], [0.1221, -2.0952, -0.2247], [-1.0387, -3.6245, -1.0070], [-1.2086, -1.7634, -2.1655], [0.8673, 2.4814, -0.1282], [4.5570, 2.5576, 0.1389], [-1.2708, 3.4721, 0.6263], [0.2154, 1.9388, 0.5394], [-2.7492, 2.2069, 2.1441], [-0.7457, -3.7009, 0.7440], [-3.7082, -0.4466, -0.2740], [-2.9465, 1.6002, -0.4007], [0.5997, 0.6717, 0.9725], [-3.6776, -0.3856, 0.8218], [6.6619, 2.4889, -0.2967], [-1.3175, -0.0428, -1.8007], [7.7455, 1.6712, -0.5742], [-2.6211, -0.8550, -2.7027], [-2.0530, -0.0239, 2.9531], [-5.1477, -2.0633, -0.2343], [1.5767, -3.5140, 0.7533], [-0.9806, 2.4874, 0.9641], [2.2024, -1.2600, 0.3134], [-6.1268, -0.1307, -0.1294], [-2.2297, -2.2528, 0.2007], [-6.3241, -0.2876, 0.9262]],
  "atomic_forces_ev_per_a": [[-0.70, -0.80, 0.02], [0.19, -0.13, -0.05], [0.29, -0.32, 0.10], [0.15, 0.06, -0.17], [-0.05, -0.17, -0.36], [-0.26, 0.36, 0.04], [0.85, 0.53, -0.14], [-0.01, 0.09, 0.01], [-0.70, 0.09, 0.29], [-0.02, -0.01, -0.13], [0.63, -0.60, -0.25], [0.02, -0.02, -0.05], [-0.38, 0.65, 0.25], [0.13, -0.36, 0.00], [0.22, -0.16, 0.50], [-0.05, 0.16, -0.33], [-0.02, -0.11, 0.00], [-0.16, -0.11, 0.02], [0.11, 0.11, -0.09], [0.04, 0.05, 0.06], [-0.46, -0.11, 0.10], [-0.08, 0.13, -0.02], [-0.08, -0.01, 0.07], [0.09, 0.03, -0.01], [-0.26, 0.00, 0.05], [-0.16, -0.51, 0.35], [0.01, -0.10, 0.05], [0.02, 0.06, -0.01], [-0.12, -0.20, 0.36], [0.05, -0.06, -0.01], [0.08, 0.19, -0.14], [0.05, 0.09, 0.10], [-0.02, 0.02, -0.05], [0.05, 0.06, -0.07], [-0.01, 0.06, 0.01], [-0.02, 0.08, -0.04], [0.06, -0.13, -0.01], [-0.09, 0.03, 0.03], [-0.17, 0.17, -0.21], [-0.04, -0.59, 0.19], [-0.07, 0.12, 0.00], [-0.34, 0.33, 0.13], [0.00, 0.00, -0.17], [0.07, -0.10, -0.02], [0.04, 0.00, -0.08], [0.09, 0.03, -0.01], [0.04, -0.02, -0.04], [-0.07, -0.06, 0.06], [-0.02, 0.04, -0.04], [-0.03, 0.08, -0.11], [-0.04, 0.09, 0.07], [0.39, 0.47, 0.03], [0.33, 0.56, -0.11], [0.39, -0.10, -0.23], [0.00, 0.04, 0.11]],
  "total_charge": 0,
  "gap_ev": 9.0,
  "smiles": "CN(C(=O)COC(=O)c1cn(-c2ccccc2)nc1-c1ccccc1)[C@@H]1CCS(=O)(=O)C1",
  "relative_energy_kcal_mol": 53.1,
  "e_tot_ha": -1828.921311
}